{
  "formula": "C5H12NO",
  "method": "ωB97M-V/def2-TZVPD",
  "de_lowest_kcal_mol": 30.3,
  "total_energy_ha": -327.41136,
  "gap_ev": 10.129,
  "total_charge": 1,
  "multiplicity": 1,
  "homo_energy_ev": -14.32,
  "elements": ["C", "C", "C", "C", "C", "N", "H", "H", "H", "H", "H", "H", "H", "H", "H", "H", "H", "H", "O"],
  "xyz": [[-1.230, 0.711, 1.479], [-1.181, -0.442, 0.455], [-0.729, 0.042, -0.904], [-1.475, 0.206, -1.986], [1.656, -0.249, -0.980], [0.649, 0.527, -0.993], [-2.167, 1.265, 1.512], [-1.192, 0.259, 2.470], [-0.448, 1.410, 1.230], [-0.378, -1.110, 0.780], [-2.092, -1.006, 0.286], [-2.542, 0.060, -1.962], [-0.971, 0.548, -2.861], [2.654, 0.139, -1.083], [1.482, -1.313, -0.961], [0.787, 1.532, -1.020], [1.753, -1.226, 1.840], [3.114, -0.503, 1.546], [2.309, -0.851, 1.154]],
  "lowdin_charge": [-0.064, -0.174, -0.307, 0.133, 0.136, 0.088, 0.084, 0.082, 0.065, 0.095, 0.125, 0.092, 0.078, 0.130, 0.132, 0.185, 0.073, 0.081, -0.032]
}


{
  "formula": "C5H12NO",
  "method": "ωB97M-V/def2-TZVPD",
  "smiles": "CC(C)[C@H]([NH3+])C=O",
  "de_lowest_kcal_mol": 46.5,
  "total_energy_ha": -327.38548,
  "gap_ev": 10.360,
  "total_charge": 1,
  "multiplicity": 1,
  "homo_energy_ev": -14.64,
  "elements": ["O", "C", "C", "C", "C", "C", "N", "H", "H", "H", "H", "H", "H", "H", "H", "H", "H", "H", "H"],
  "xyz": [[2.592, -0.422, -0.369], [1.621, 0.310, -0.180], [0.418, -0.125, 0.471], [-0.706, -0.505, -0.547], [-1.960, -1.110, 0.176], [-1.169, 0.758, -1.335], [-0.090, 0.837, 1.585], [1.445, 1.264, -0.736], [0.739, -1.030, 1.031], [-0.257, -1.369, -1.420], [-2.644, -1.471, -0.608], [-2.459, -0.387, 0.695], [-1.693, -1.945, 0.842], [-0.334, 1.111, -1.958], [-1.384, 1.613, -0.739], [-2.001, 0.488, -2.079], [0.650, 1.045, 2.224], [-0.435, 1.743, 1.078], [-0.957, 0.485, 2.018]],
  "lowdin_charge": [0.127, -0.234, -0.265, -0.329, -0.060, -0.076, 0.250, 0.144, 0.173, 0.244, 0.102, 0.035, 0.097, 0.076, 0.055, 0.128, 0.159, 0.205, 0.166]
}